Density functional theory data (the ωB97M-V functional and the def2-TZVPD basis) for a 2-piece molecular cluster, C10H22ClFNOP overall.

total charge: 0
total energy: -38790.5039 eV
HOMO energy: -0.284 Eh

The geometry in XYZ format:
```
37
Properties=species:S:1:pos:R:3:mulliken_charge:R:1
C -2.01965 -3.03483 -0.78632 -0.967
C -2.59674 -2.05841 -1.81001 -0.539
P -2.12961 -0.26835 -1.84634 -0.040
C -0.55029 -0.29651 -2.79494 -1.107
C -1.64455 0.22667 -0.08924 0.000
C -1.09775 1.66146 -0.12621 -0.665
C -0.70362 1.92768 1.30889 -0.707
N -0.10678 0.61407 1.76944 0.045
C 1.35954 0.67729 2.09928 -1.340
C 2.27483 1.28622 1.01936 1.083
C 3.56529 0.50477 0.88997 -1.598
O 2.55622 2.63949 1.42089 -0.641
C -0.59083 -0.49234 0.76084 -0.351
Cl 0.74687 -1.12986 -0.18129 0.158
H -2.08317 -2.64743 0.23152 0.140
H -0.97964 -3.27219 -1.00434 0.289
H -2.58561 -3.96866 -0.80498 0.412
H -3.68871 -2.09676 -1.80089 0.440
H -2.29048 -2.38735 -2.80897 0.349
H -0.80254 -0.00843 -3.81684 0.389
H -0.01776 -1.24980 -2.76882 0.389
H 0.17460 0.42355 -2.41874 0.289
H -2.58790 0.24609 0.47357 0.276
H -0.20567 1.66974 -0.75492 0.116
H -1.80399 2.39524 -0.51054 0.515
H 0.01767 2.72606 1.46128 0.351
H -1.58384 2.09573 1.93049 0.379
H -0.56538 0.37027 2.64317 0.449
H 1.66361 -0.33016 2.37904 0.452
H 1.42621 1.32589 2.97402 0.484
H 1.77019 1.28433 0.05432 0.102
H 3.36849 -0.48905 0.48713 0.350
H 4.05482 0.41357 1.86324 0.380
H 4.23746 1.02438 0.20940 0.371
H 2.29828 3.25566 0.71920 0.384
H -1.01156 -1.27271 1.39297 0.203
F 2.13198 -1.76536 -1.76462 -0.841
```